Molecular formula: C33H68I2NO6
Method: DFT, ωB97M-V/def2-TZVPD

## Properties
Total energy: -65291.752 eV
HOMO energy: -11.256 eV
Gap between HOMO and LUMO: 8.3 eV
Net charge: +1
Molar mass: 828.72 g mol⁻¹

CARTESIAN COORDINATES (ANGSTROEM)
C 2.2589 1.3042 2.8853
C 1.1278 2.3336 3.0285
I -0.1804 1.7905 4.6642
C 0.3625 2.6659 1.7405
I 1.8061 3.6841 0.5101
C -0.2161 1.4668 0.9858
C -1.6425 1.1465 1.3934
N -2.0681 -0.1622 0.7385
C -1.3506 -0.4540 -0.5644
C -0.1582 -1.3691 -0.3764
C 0.2963 -1.8458 0.8529
C 1.3817 -2.7186 0.9064
C 2.0113 -3.1240 -0.2593
C 1.5536 -2.6577 -1.4877
C 0.4809 -1.7778 -1.5418
C -1.0470 0.8958 -1.1957
O -0.1963 1.7039 -0.4133
H 2.0707 0.3980 3.4579
H 3.1972 1.7220 3.2402
H 2.3989 1.0073 1.8456
H 1.5402 3.2710 3.3882
H -0.3965 3.4204 1.9394
H 0.4169 0.6046 1.2019
H -1.7484 1.0297 2.4646
H -2.3297 1.9188 1.0514
H -3.0647 -0.1011 0.5371
H -1.9574 -0.9378 1.3910
H -2.0735 -0.9588 -1.2100
H -0.1561 -1.5496 1.7937
H 1.7272 -3.0775 1.8671
H 2.8520 -3.8012 -0.2154
H 2.0364 -2.9682 -2.4046
H 0.1090 -1.4256 -2.4967
H -1.9905 1.4127 -1.4103
H -0.5526 0.7252 -2.1504
C -4.2410 -3.6144 -4.2412
C -3.3856 -2.3651 -4.3230
O -2.1110 -2.4853 -3.6992
C -1.2644 -3.4978 -4.2280
C -0.9256 -3.3227 -5.6972
H -4.3856 -3.9166 -3.2027
H -5.2200 -3.4215 -4.6824
H -3.7948 -4.4520 -4.7778
H -3.8767 -1.5458 -3.7951
H -3.2709 -2.0456 -5.3633
H -1.6889 -4.4899 -4.0452
H -0.3529 -3.4322 -3.6328
H -1.8045 -3.4084 -6.3360
H -0.2198 -4.0939 -6.0058
H -0.4720 -2.3463 -5.8749
C 4.0073 5.9888 6.4191
C 3.4911 7.2330 5.7175
O 3.5118 7.1519 4.3017
C 2.7442 6.1189 3.7266
C 1.2573 6.1947 4.0388
H 5.0196 5.7546 6.0877
H 4.0254 6.1549 7.4963
H 3.3775 5.1171 6.2319
H 4.1326 8.0817 5.9513
H 2.4865 7.4857 6.0753
H 3.1437 5.1350 4.0106
H 2.8952 6.2195 2.6516
H 1.0505 6.0707 5.1026
H 0.7246 5.4037 3.5044
H 0.8491 7.1551 3.7232
C -9.2891 -1.6483 -3.2034
C -8.5168 -1.5389 -4.5070
O -8.0719 -2.7791 -5.0252
C -9.0862 -3.7228 -5.3352
C -10.0850 -3.2446 -6.3737
H -8.6933 -2.1604 -2.4462
H -9.5374 -0.6518 -2.8365
H -10.2242 -2.1953 -3.3244
H -7.6034 -0.9637 -4.3475
H -9.1060 -0.9963 -5.2542
H -9.6040 -4.0441 -4.4245
H -8.5462 -4.5898 -5.7152
H -10.6680 -2.3916 -6.0244
H -10.7852 -4.0469 -6.6063
H -9.5737 -2.9542 -7.2921
C 3.5915 0.1113 -2.9716
C 4.8786 -0.5864 -3.3744
O 4.6719 -1.7902 -4.0911
C 3.9982 -1.6709 -5.3321
C 4.7021 -0.7834 -6.3430
H 2.9634 -0.5634 -2.3866
H 3.8110 0.9913 -2.3655
H 3.0180 0.4441 -3.8383
H 5.4280 -0.8881 -2.4826
H 5.5284 0.0960 -3.9324
H 2.9654 -1.3303 -5.1814
H 3.9434 -2.6908 -5.7129
H 4.7568 0.2549 -6.0139
H 4.1606 -0.8003 -7.2891
H 5.7178 -1.1380 -6.5193
C 5.8570 -0.4260 8.1123
C 5.2556 0.6231 7.1949
O 4.5276 0.0879 6.0994
C 3.4177 -0.7231 6.4291
C 2.3377 -0.0064 7.2217
H 6.5027 -1.1016 7.5504
H 6.4534 0.0599 8.8844
H 5.0940 -1.0224 8.6141
H 6.0492 1.2106 6.7341
H 4.6326 1.3205 7.7662
H 3.7338 -1.6370 6.9444
H 3.0142 -1.0322 5.4621
H 2.6737 0.2873 8.2164
H 1.4728 -0.6602 7.3442
H 2.0314 0.8914 6.6844